# 1
{
  "formula": "C24H44F6NiO12S4",
  "method": "ωB97M-V/def2-TZVPD",
  "charge": 1,
  "s_squared": 3.76,
  "lumo_ha": [-0.068, -0.231],
  "max_force_ev_per_a": 4.72,
  "multiplicity": 4,
  "relative_energy_kcal_mol": 0.0,
  "gap_ev": [8.94, 4.41],
  "mol_weight_da": 825.6,
  "elements": ["Ni", "S", "S", "S", "S", "F", "F", "F", "F", "F", "F", "O", "O", "O", "O", "O", "O", "O", "O", "O", "O", "O", "O", "C", "C", "C", "C", "C", "C", "C", "C", "C", "C", "C", "C", "C", "C", "C", "C", "C", "C", "C", "C", "C", "C", "C", "C", "H", "H", "H", "H", "H", "H", "H", "H", "H", "H", "H", "H", "H", "H", "H", "H", "H", "H", "H", "H", "H", "H", "H", "H", "H", "H", "H", "H", "H", "H", "H", "H", "H", "H", "H", "H", "H", "H", "H", "H", "H", "H", "H", "H"],
  "xyz": [[0.28138, -0.19022, -0.97149], [3.49794, 0.73954, -1.82412], [0.60536, 1.58580, 1.98578], [-0.35259, -2.39563, -3.62397], [-2.87842, -1.36473, 0.30699], [-2.77264, 2.26474, -3.07514], [-2.84040, 3.26256, -1.17413], [2.90413, -3.45917, 2.49054], [3.67306, -2.72365, 0.62425], [-2.40827, 4.46610, -2.93935], [2.94345, -1.33879, 2.03975], [4.63222, -0.20913, -1.98217], [-3.29241, -2.67926, -0.27348], [2.13835, 0.22693, -1.56521], [1.74153, 2.40692, 2.34530], [-0.06371, 3.69760, -0.93518], [-1.02561, -2.32331, -4.94392], [0.88499, -1.94729, -0.06339], [-1.59391, -0.75201, -0.01037], [0.20548, -2.72164, 1.93425], [-0.15061, -1.26588, -2.70023], [0.70980, 0.98158, 0.62554], [-0.29248, 1.55825, -2.00960], [1.31261, -2.83177, 0.96396], [4.66573, 2.99675, -1.21579], [-0.55916, 0.95393, 4.37120], [-0.26419, 5.11487, -0.76399], [3.93696, 1.91146, -0.47987], [-5.00894, 0.03550, 1.28213], [-4.03645, -0.28411, 2.47011], [-1.39057, -3.98046, 3.34827], [-1.03334, 2.34733, 2.30253], [-0.66633, 2.94950, -2.05508], [2.76033, -2.54452, 1.54227], [3.83793, 3.38067, -2.44946], [-1.22451, 2.26580, 3.86165], [-1.08029, -3.88000, -2.72839], [-3.13696, -1.38382, 2.04291], [1.16192, -4.74080, -3.23522], [0.08905, -3.91404, 2.80215], [-0.34714, -5.07248, -3.29625], [-2.23420, 3.23257, -2.37729], [0.32343, 0.23328, 3.24794], [-4.25210, -0.11679, -0.06744], [1.29404, -3.31931, -3.83426], [3.62727, 2.03222, -3.11369], [0.99316, 5.44337, -0.00565], [-0.38637, -0.37059, 2.68257], [-0.69325, -3.83056, -1.71062], [0.26507, -4.92132, 2.42465], [-3.84569, 0.81362, -0.46403], [2.88258, 3.86892, -2.25702], [1.55127, -4.81272, -2.21968], [-0.51458, -5.91096, -2.62022], [-2.24669, 2.36116, 4.22793], [2.97157, 2.33134, -0.19731], [0.76259, -3.82712, 3.65473], [-0.87864, 3.37481, 1.97321], [-2.15878, -3.86735, -2.88585], [1.34220, -3.87095, 0.63632], [2.07115, -2.70551, -3.37879], [-2.12750, -3.97988, 2.54513], [-0.18303, 3.42303, -2.90966], [-1.35645, 0.29084, 4.70696], [-5.41166, 1.04472, 1.36809], [0.12459, 1.15726, 5.19535], [4.71351, 3.86194, -0.55454], [-1.57940, -4.96578, 3.77439], [-0.66866, 3.09629, 4.29685], [-1.75198, 1.78187, 1.70929], [1.05024, 6.51455, 0.18775], [2.78164, 1.84892, -3.77656], [-3.73894, -2.28594, 2.15199], [5.71078, 2.75821, -1.41347], [-0.36928, 5.62869, -1.71952], [-1.13318, 5.35258, -0.15043], [-5.81309, -0.69905, 1.23881], [-1.45715, -3.19257, 4.09854], [1.04677, 4.96698, 0.97326], [4.25683, 1.43497, 0.44681], [1.90893, 5.18370, -0.53674], [-0.69855, -5.39833, -4.27524], [-4.50227, -0.42262, 3.44577], [-3.42262, 0.59454, 2.66835], [4.26673, 4.11236, -3.13419], [1.83963, -5.46630, -3.68518], [4.50468, 1.78368, -3.71074], [-2.17635, -1.50566, 2.54339], [-4.88512, -0.42839, -0.89828], [1.18839, -0.33952, 3.58237], [1.44519, -3.43232, -4.90779]],
  "mulliken_charge": [2.378, 0.837, 0.672, 0.793, 1.183, -0.217, -0.237, -0.302, -0.263, -0.240, -0.178, -0.740, -0.867, -0.301, -0.723, 0.092, -0.714, -0.628, -0.624, -0.188, -0.260, 0.178, -0.537, -0.403, -0.996, -0.823, -0.420, 0.094, -0.917, -0.262, -0.988, -0.100, -0.273, 0.567, -0.034, -0.899, -0.220, -0.031, -0.466, -0.523, -0.778, 0.696, 0.089, -0.361, -0.635, -1.069, -0.997, -0.612, -0.095, 0.419, -0.149, -0.320, 0.096, 0.377, 0.405, -0.342, 0.320, 0.446, 0.532, 0.262, 0.221, 0.162, 0.341, 0.353, 0.460, 0.386, 0.425, 0.489, 0.375, -0.087, 0.477, 0.594, 0.402, 0.363, 0.449, 0.240, 0.313, 0.215, 0.225, 0.585, 0.066, 0.328, 0.494, -0.201, 0.497, 0.405, 0.422, -0.374, 0.574, 0.624, 0.475]
}

# 2
{
  "formula": "C4H6N2O",
  "method": "ωB97M-V/def2-TZVPD",
  "charge": 0,
  "lumo_ha": [-0.024, -0.024],
  "max_force_ev_per_a": 4.77,
  "relative_energy_kcal_mol": 110.6,
  "gap_ev": [8.06, 8.06],
  "mol_weight_da": 98.1,
  "elements": ["O", "N", "N", "C", "C", "C", "C", "H", "H", "H", "H", "H", "H"],
  "xyz": [[-0.10570, -1.22945, 2.64230], [-0.06953, -0.33339, 1.93898], [1.94168, -1.89994, -0.28727], [-0.79889, 0.38010, -0.47107], [0.35685, 1.34538, -0.63644], [0.88735, -1.40780, -0.13690], [-0.36619, -0.89365, 0.04795], [1.25446, 0.98800, -1.20526], [-1.36969, 0.29061, -1.46650], [-1.41894, 0.80183, 0.28663], [0.05745, 2.24726, -1.06795], [0.82764, 1.41910, 0.27883], [-1.19650, -1.70806, 0.07669]],
  "mulliken_charge": [-0.228, 0.177, -0.489, -0.099, -1.422, 0.308, -0.294, 0.340, 0.309, 0.227, 0.407, 0.399, 0.365]
}

# 3
{
  "formula": "C3H3NS2",
  "method": "ωB97M-V/def2-TZVPD",
  "charge": 0,
  "lumo_ha": -0.011,
  "max_force_ev_per_a": 6.55,
  "relative_energy_kcal_mol": 108.4,
  "gap_ev": 9.56,
  "mol_weight_da": 117.2,
  "elements": ["S", "S", "N", "C", "C", "C", "H", "H", "H"],
  "xyz": [[-3.08777, 0.89211, 0.70234], [-0.96850, 0.17397, -1.07106], [-0.87226, 0.03191, 1.69661], [0.97668, -0.26293, 1.32008], [2.02786, 0.06512, 0.87680], [-1.42855, 0.34624, 0.58187], [-3.14212, 1.29300, -0.61948], [-0.15175, -0.73888, -0.77560], [3.03656, 0.37186, 0.51834]],
  "mulliken_charge": [-0.199, -0.170, -0.373, -0.517, 0.043, 0.596, 0.150, 0.122, 0.348]
}